Formula: C36H51F21O30S4
Source: the Open Molecules 2025 dataset
Level of theory: ωB97M-V with the def2-TZVPD basis set

## Properties
- Frontier orbital gap: 0.386 hartree
- SMILES: CCOC(=O)C(F)(F)F.CCOC(=O)C(F)(F)F.CCOC(=O)C(F)(F)F.CCOC(=O)C(F)(F)F.CCOC(=O)C(F)(F)F.CCOC(=O)C(F)(F)F.CCOC(=O)C(F)(F)F.O=S1(=O)OCCO1.O=S1(=O)OCCO1.O=S1(=O)OCCO1.O=S1(=O)OCCO1
- Energy relative to the best compared isomer or geometry (same formula, charge and spin): 265.10 kJ/mol
- F_max: 0.0893 hartree/bohr
- E_HOMO: -10.5 eV

XYZ file:
```
142
Properties=species:S:1:pos:R:3:mulliken_charge:R:1
C 3.226 -10.378 -14.121 -0.23
S 4.448 -8.454 -13.019 1.14
C 1.880 -18.190 -8.696 0.62
O 4.721 -17.816 -16.583 -0.27
C -3.505 -10.349 -10.998 -1.32
H 6.817 -10.255 -7.748 0.24
F -0.210 -13.474 -8.194 -0.26
H 11.685 -16.809 -12.667 0.31
H 9.486 -14.511 -10.963 0.28
C 6.357 -10.502 -16.696 -1.04
C 11.729 -17.482 -11.811 -1.08
H 2.406 -15.539 -16.613 0.21
H 2.994 -15.666 -5.613 0.31
C 4.161 -18.473 -4.133 -1.04
F 2.966 -18.473 -9.426 -0.17
C -1.832 -12.899 -9.863 -0.08
H 8.332 -11.473 -16.183 0.44
F 0.680 -12.796 -13.594 -0.10
F 0.917 -18.238 -9.632 -0.26
F 0.401 -13.792 -15.487 -0.22
O 5.793 -12.018 -7.996 0.12
H 1.491 -16.725 -3.985 0.30
C -2.044 -9.809 -15.621 -0.32
H 5.727 -11.658 -5.246 0.30
O 0.365 -11.082 -15.984 -0.63
H 7.385 -14.649 -9.331 -0.52
H 7.605 -11.734 -7.091 0.37
C 5.827 -10.827 -5.945 -0.53
O 3.868 -10.502 -8.859 -0.47
C 7.203 -14.723 -18.298 0.94
C 7.264 -11.669 -16.086 -0.15
C 7.431 -13.258 -17.942 0.14
F 7.122 -16.967 -11.218 -0.27
C 6.666 -11.195 -7.217 -0.38
H 2.860 -17.960 -15.703 0.32
H 2.956 -19.257 -5.581 0.19
H -3.050 -8.789 -14.000 0.27
H 7.043 -11.761 -15.023 0.04
C 3.752 -12.967 -10.802 1.36
H 5.307 -10.458 -16.406 0.07
H 0.015 -16.310 -4.845 0.34
O 1.808 -16.813 -6.764 -0.15
F 6.752 -16.359 -13.310 -0.13
H -2.841 -9.521 -10.752 0.34
O 2.927 -14.521 -13.725 -0.53
H -3.597 -12.391 -11.793 0.36
O 3.193 -8.099 -14.013 -0.44
O -1.670 -12.212 -10.996 -0.13
H -4.296 -9.923 -11.616 0.37
C -0.494 -11.607 -15.236 0.26
F 6.551 -11.248 -11.815 -0.30
H 3.417 -9.140 -15.770 0.32
H 12.733 -17.905 -11.775 0.40
C 7.099 -17.428 -12.477 1.25
O 7.068 -12.945 -16.654 -0.12
C 5.755 -18.530 -7.028 -0.20
H 10.690 -19.044 -10.846 0.28
H 10.176 -14.522 -9.296 0.45
O 3.304 -12.613 -7.731 -0.36
H 1.792 -9.298 -15.167 0.04
F 1.609 -19.117 -7.803 -0.26
F 7.141 -17.115 -8.273 -0.26
H 6.748 -9.543 -16.355 0.41
H 2.479 -10.662 -13.379 0.09
O 4.381 -10.085 -13.444 0.01
H -3.804 -8.471 -15.626 0.43
C 3.393 -15.982 -16.747 0.19
O 8.854 -18.128 -13.907 -0.57
H 6.274 -10.550 -17.782 0.46
H 4.181 -15.240 -16.619 -0.03
O 3.411 -12.580 -12.170 -0.75
O 6.748 -18.951 -6.395 -0.56
C 1.022 -15.967 -4.611 -1.30
H 4.407 -20.214 -5.388 0.42
C 8.277 -11.588 -10.189 0.07
F 6.196 -18.432 -12.622 -0.24
H 6.084 -9.922 -5.395 0.29
H -2.357 -9.958 -16.654 0.30
F 8.325 -15.262 -18.693 -0.25
O 3.590 -16.418 -18.070 -0.35
H 5.193 -18.141 -4.015 0.33
H -2.556 -11.355 -12.726 -0.23
H 1.638 -14.864 -6.443 0.20
C 4.298 -14.386 -10.792 -0.18
O 3.464 -19.018 -18.417 -0.59
O 9.234 -11.238 -9.479 -0.59
F -0.692 -14.937 -9.601 -0.30
H 8.268 -13.595 -8.291 0.10
F 8.503 -10.294 -12.166 -0.27
H 2.893 -12.828 -10.145 -0.11
O 4.519 -10.711 -6.440 -0.40
C 1.940 -15.745 -5.877 -0.09
C -2.823 -11.628 -11.705 0.32
C 10.568 -18.514 -11.790 -0.26
C 8.462 -17.914 -12.783 -0.12
H 10.724 -19.224 -12.603 0.37
F 5.912 -18.629 -9.397 -0.24
O 5.548 -17.874 -19.031 -0.51
C 3.639 -17.216 -15.868 0.02
H -4.071 -9.956 -14.791 0.29
C 7.632 -10.665 -11.235 1.01
H 4.940 -14.678 -9.962 0.00
C -3.313 -9.195 -14.977 -1.15
H -3.865 -10.702 -10.032 0.41
F -1.341 -13.648 -14.113 -0.22
H 1.090 -15.021 -4.073 0.39
H 3.410 -11.199 -14.814 0.10
H 3.571 -17.557 -4.109 0.11
C -0.235 -13.014 -14.557 0.87
F 7.166 -9.584 -10.628 -0.26
C -0.500 -13.636 -9.433 1.26
H -1.236 -9.097 -15.793 0.37
C 8.157 -13.880 -9.337 0.90
H 11.692 -16.861 -10.917 0.23
C 4.028 -19.192 -5.399 -0.24
S 4.359 -17.872 -18.174 1.13
S 4.048 -13.681 -13.252 0.53
H 4.082 -16.851 -14.941 -0.12
O 7.815 -12.449 -18.814 -0.58
F 6.751 -15.462 -17.209 -0.22
O 5.662 -7.888 -13.589 -0.58
C 5.925 -17.796 -8.378 1.36
O 4.993 -13.106 -14.193 -0.13
O -1.714 -11.023 -14.976 -0.16
S 4.227 -11.478 -7.888 0.84
C 2.834 -9.233 -14.854 0.20
O 9.269 -17.994 -11.707 -0.20
H 9.106 -15.733 -9.709 0.33
C 9.285 -14.676 -9.905 -1.48
F 0.541 -13.321 -10.211 -0.31
O 4.073 -8.318 -11.624 -0.54
H 4.511 -12.294 -10.404 -0.89
O 7.710 -12.824 -10.176 0.36
O 4.439 -18.498 -6.549 -0.02
O 2.167 -15.774 -8.770 -0.23
F 5.010 -16.898 -8.517 -0.25
H 3.399 -15.002 -10.782 0.17
O 4.982 -14.486 -12.056 0.40
F 6.291 -14.723 -19.268 -0.23
H 3.908 -18.970 -3.196 0.38
O -2.856 -13.019 -9.253 -0.55
C 1.951 -16.752 -8.081 0.46
```